The following is a quantum chemistry calculation of C14H16Br2ClGeIrNO as an isolated structure, from OMol25.

The geometry in XYZ format:
```
37
Properties=species:S:1:pos:R:3:forces:R:3
Ir -0.288 -1.764 0.425 0.207 -0.159 0.105
Br -2.968 1.044 3.734 0.009 0.005 0.000
C -1.174 1.260 3.208 0.000 0.016 0.026
C -0.451 2.375 3.668 0.024 -0.026 -0.023
C 0.850 2.565 3.300 0.017 0.041 0.015
Br 1.779 4.087 3.941 -0.012 -0.018 -0.006
C 1.499 1.643 2.444 0.065 0.044 0.015
C 2.831 1.745 1.987 -0.025 -0.030 -0.024
C 3.337 0.790 1.150 -0.002 0.013 0.013
C 2.525 -0.283 0.753 0.068 -0.038 -0.053
N 1.282 -0.407 1.162 -0.149 0.016 0.026
C 0.755 0.535 1.999 0.008 0.050 0.028
C -0.603 0.318 2.376 -0.080 -0.135 -0.064
O -1.221 -0.749 1.936 -0.085 0.148 0.023
H -0.941 3.085 4.319 -0.006 0.001 0.001
H 3.439 2.584 2.299 -0.011 0.005 0.014
H 4.352 0.845 0.783 0.003 0.001 0.004
H 2.899 -1.043 0.078 -0.036 0.012 0.011
C -0.494 0.997 -1.638 -0.013 0.007 -0.013
Ge -1.516 -0.519 -2.326 -0.011 0.034 -0.033
C -3.417 -0.087 -2.450 -0.003 0.017 0.004
C -0.812 -1.109 -4.049 0.009 -0.010 0.004
C -1.314 -2.000 -1.050 0.077 0.082 -0.034
H -0.602 1.858 -2.299 0.002 -0.004 -0.005
H 0.564 0.738 -1.575 -0.003 -0.001 -0.003
H -0.846 1.279 -0.645 -0.007 0.000 -0.001
H -3.574 0.720 -3.166 -0.001 0.004 0.002
H -3.796 0.232 -1.479 -0.009 -0.001 0.000
H -3.989 -0.954 -2.779 -0.003 -0.003 0.000
H -0.868 -0.302 -4.780 -0.004 0.009 0.009
H -1.383 -1.957 -4.429 0.006 -0.007 0.000
H 0.229 -1.412 -3.936 0.001 -0.010 -0.012
H -1.806 -2.964 -1.244 0.011 -0.023 0.039
Cl 2.105 -2.702 -1.668 0.048 0.027 -0.173
C 1.110 -3.119 -0.216 -0.144 0.005 0.141
H 1.828 -3.237 0.598 0.017 -0.057 -0.033
H 0.677 -4.091 -0.433 0.033 -0.014 -0.004
```
Positions in Å, forces in eV/Å.

Computed properties:
- Multiplicity: 2
- Energy above the lowest of the compared OMol25 structures with the same formula, charge and spin: 0.0 kcal per mole
- ⟨S²⟩: 0.7574
- Electronic energy: -8462.48094 a.u.